{"formula": "C9H16N2", "method": "ωB97M-V with the def2-TZVPD basis set", "de_lowest_ev": 2.436, "orbital_gap_ev": 9.8485, "charge": 0, "smiles": "CCC(CC)Cn1ccnc1", "species": ["C", "C", "C", "C", "C", "C", "C", "C", "C", "H", "H", "H", "H", "H", "H", "H", "H", "H", "H", "H", "H", "H", "H", "H", "H", "N", "N"], "xyz": [[-0.9222, 2.4249, -0.4730], [-1.0571, 0.9616, -0.6422], [-1.1745, 0.1594, 0.6234], [-1.7436, -1.2472, 0.4115], [-1.3794, -2.2393, -0.8928], [0.2952, 0.1590, 1.3491], [2.2545, 0.9485, -0.0441], [3.3987, 0.3264, -0.3783], [2.1099, -1.2478, 0.1647], [-1.3002, 2.9408, -1.4674], [-1.5051, 2.7441, 0.3519], [0.1164, 2.7762, -0.4602], [-0.2484, 0.4705, -1.0977], [-1.9627, 0.8015, -1.1443], [-1.9502, 0.6538, 1.2609], [-1.7297, -1.8228, 1.3704], [-2.8071, -1.0496, 0.3853], [-1.0259, -1.8705, -1.7972], [-2.1269, -2.9665, -1.1627], [-0.5447, -2.7126, -0.4483], [0.4907, 1.0805, 1.9232], [0.2379, -0.6260, 2.0043], [1.9825, 1.9537, 0.3104], [4.3717, 0.7854, -0.7827], [1.5412, -2.1893, 0.4736], [1.3684, -0.0767, 0.4747], [3.3105, -1.1380, -0.3125]], "mulliken_charge": [-1.336, -0.793, 0.675, -1.205, -1.147, -1.203, -0.281, -0.444, 0.032, 0.330, 0.331, 0.249, 0.385, 0.547, 0.482, 0.418, 0.436, 0.358, 0.363, 0.263, 0.372, 0.619, 0.304, 0.329, 0.273, 0.249, -0.604]}

=====

{"formula": "C35H55NO3S2", "method": "ωB97M-V with the def2-TZVPD basis set", "orbital_gap_ev": 7.6525, "charge": 0, "species": ["C", "C", "C", "C", "C", "C", "C", "O", "C", "C", "C", "C", "C", "C", "C", "C", "C", "C", "C", "C", "C", "C", "C", "C", "O", "C", "C", "C", "C", "C", "S", "C", "S", "N", "C", "C", "C", "C", "C", "C", "O", "H", "H", "H", "H", "H", "H", "H", "H", "H", "H", "H", "H", "H", "H", "H", "H", "H", "H", "H", "H", "H", "H", "H", "H", "H", "H", "H", "H", "H", "H", "H", "H", "H", "H", "H", "H", "H", "H", "H", "H", "H", "H", "H", "H", "H", "H", "H", "H", "H", "H", "H", "H", "H", "H", "H"], "xyz": [[2.3198, 1.5822, 3.2172], [2.6755, 0.6952, 4.4353], [2.6792, -0.8333, 4.1047], [1.2294, -1.1543, 3.6246], [3.7137, -1.0869, 3.0130], [4.8355, -0.4175, 2.8640], [5.7285, -0.7639, 1.6992], [6.9310, -0.7562, 1.7714], [4.9748, -1.1583, 0.4443], [5.4396, -0.8152, -0.7919], [4.6830, -1.1694, -1.8787], [3.4903, -1.8377, -1.7526], [2.7550, -2.1082, -3.0559], [2.5742, -0.8704, -4.0145], [2.3708, 0.5537, -3.4238], [0.9396, 0.9892, -2.9843], [0.8214, 1.4664, -1.4964], [0.6269, 3.0091, -1.4215], [-0.8606, 3.3820, -1.7365], [-0.9410, 4.7263, -2.5428], [-2.1852, 4.7188, -3.4669], [-3.5365, 4.6875, -2.6979], [-4.1896, 3.2860, -2.5815], [-4.3425, 2.8151, -1.1255], [-4.7294, 3.8670, -0.2571], [-4.0285, 3.8608, 0.9655], [3.0127, -2.2420, -0.4943], [1.7412, -3.0596, -0.3440], [0.4003, -2.3788, -0.6811], [-0.6178, -3.5159, -0.9850], [-0.9531, -4.5088, 0.5116], [-2.7505, -4.5232, 0.7871], [-3.6484, -5.5092, -0.1490], [-3.2225, -3.7131, 1.8098], [-4.6691, -3.8251, 1.9981], [-5.1093, -3.1163, 3.3239], [-2.8157, -2.3050, 1.5307], [-1.6795, -1.9023, 2.5099], [3.7957, -1.8664, 0.5866], [3.3918, -2.1921, 2.0161], [2.8944, -3.2333, 2.3607], [1.2509, 1.8137, 3.1414], [2.6613, 1.1918, 2.2530], [2.8132, 2.5564, 3.3404], [1.8776, 0.8423, 5.1725], [3.6390, 1.0283, 4.8313], [2.8607, -1.3862, 5.0311], [1.1276, -1.1157, 2.5358], [0.8709, -2.1113, 4.0109], [0.5555, -0.3847, 4.0225], [5.1158, 0.3968, 3.5256], [6.3742, -0.2707, -0.8776], [5.0600, -0.8897, -2.8601], [1.8038, -2.6193, -2.8972], [3.3615, -2.8272, -3.6289], [1.6698, -1.0760, -4.6027], [3.4340, -0.8154, -4.6889], [2.6326, 1.2412, -4.2409], [3.0494, 0.7903, -2.5993], [0.1620, 0.2558, -3.2341], [0.6889, 1.8861, -3.5710], [1.6845, 1.1492, -0.8993], [-0.1060, 1.0217, -1.1199], [0.7853, 3.2825, -0.3688], [1.3133, 3.5538, -2.0759], [-1.4440, 3.4736, -0.8145], [-1.3057, 2.5555, -2.3090], [-0.0227, 4.7756, -3.1366], [-1.0231, 5.5297, -1.8029], [-2.1191, 3.8923, -4.1847], [-2.1506, 5.6643, -4.0270], [-3.3926, 5.1732, -1.7276], [-4.2348, 5.3028, -3.2772], [-3.5601, 2.5808, -3.1374], [-5.1694, 3.2686, -3.0712], [-3.4256, 2.2962, -0.8145], [-5.1534, 2.0664, -1.1152], [-2.9707, 4.1492, 0.8501], [-4.5352, 4.5522, 1.6454], [-4.0319, 2.8770, 1.4587], [1.8466, -3.8966, -1.0522], [1.6262, -3.5125, 0.6413], [0.0298, -1.7818, 0.1555], [0.5161, -1.7684, -1.5765], [-0.1478, -4.1680, -1.7307], [-1.5105, -3.0732, -1.4392], [-5.0229, -4.8509, 2.0605], [-5.1830, -3.2866, 1.1864], [-5.8514, -3.7203, 3.8496], [-5.5134, -2.1187, 3.1261], [-4.2108, -3.0190, 3.9453], [-2.4773, -2.1719, 0.4967], [-3.6874, -1.6655, 1.6529], [-1.0503, -1.1575, 2.0124], [-1.1147, -2.7764, 2.8303], [-2.1410, -1.4804, 3.4126]], "mulliken_charge": [-0.761, -1.262, 0.842, -1.676, -0.300, -0.113, -0.499, -0.573, 0.688, -0.942, -0.490, 1.472, -0.959, -1.094, -0.931, -0.812, -0.417, -1.230, 0.485, -0.819, -1.009, -0.526, -0.829, -0.369, -0.388, -0.583, -0.896, -1.397, 2.029, -1.299, -0.138, 0.027, -0.275, 0.125, -0.689, -1.086, -0.722, -0.977, 0.608, -0.214, -0.613, 0.323, 0.043, 0.359, 0.530, 0.525, 0.384, 0.160, 0.428, 0.585, 0.380, 0.487, 0.348, 0.144, 0.491, 0.455, 0.476, 0.346, 0.481, 0.477, 0.616, 0.384, 0.208, 0.357, 0.399, -0.050, 0.033, 0.450, 0.287, 0.392, 0.385, 0.373, 0.360, 0.312, 0.439, 0.203, 0.353, 0.229, 0.276, 0.250, 0.508, 0.865, -0.671, -0.512, 0.603, 0.560, 0.585, 0.401, 0.351, 0.307, 0.237, 0.176, 0.575, 0.222, 0.249, 0.477]}

=====

{"formula": "H29O14", "method": "ωB97M-V with the def2-TZVPD basis set", "de_lowest_ev": 1.066, "multiplicity": 2, "orbital_gap_ev": [9.9355, 1.7984], "charge": 2, "s_squared": 0.76, "species": ["O", "H", "O", "H", "H", "O", "H", "H", "O", "H", "H", "O", "H", "H", "O", "H", "H", "O", "H", "H", "O", "H", "H", "O", "H", "H", "O", "H", "H", "O", "H", "H", "O", "H", "H", "O", "H", "H", "O", "H", "H", "H", "H"], "xyz": [[-1.7831, 3.2511, -2.4030], [2.2017, 2.7919, -1.6559], [3.7024, -3.2740, 2.0348], [1.0384, -1.2722, -4.2668], [1.3371, 0.1460, 2.3614], [-4.0365, -1.9307, 1.4833], [-1.1460, -2.3984, 4.7398], [-3.4463, -2.2425, 0.7594], [1.1850, -1.2716, -3.3232], [1.3808, 1.4651, -2.7857], [1.2467, -2.1355, -2.9234], [-3.9572, 1.7652, -1.6899], [-3.8122, 2.7329, -1.6830], [-4.9257, 1.7917, -1.6653], [0.2768, 2.7881, 1.0639], [-0.3750, 0.3925, 2.3872], [0.1469, -1.4971, 4.4407], [-1.9706, 0.5587, 1.7723], [-2.8537, 0.8622, 2.0446], [3.1499, -3.7229, 2.6970], [2.2090, 2.9123, -0.6360], [2.4126, 3.8651, -0.7144], [0.2544, 1.7950, 1.5388], [1.9599, 2.1740, -3.0834], [-1.4390, 3.2463, -1.4969], [-2.1046, 2.3416, -2.5054], [-0.5104, 0.7523, -2.1234], [1.2723, -5.2834, -1.2749], [-4.9117, -1.9110, 1.0811], [-0.6382, -1.9092, 4.0815], [0.3291, 3.2821, 1.8865], [3.3062, -1.4004, 2.1824], [2.4285, -1.1451, 1.8874], [2.5509, 1.9953, -3.8309], [2.5134, -0.5803, 1.1135], [0.8254, -4.5894, -0.7788], [3.2097, -3.6943, 1.2753], [0.4650, -5.2011, -0.1245], [0.5430, 0.6869, 2.2503], [-0.7332, 1.0719, -3.0395], [1.0434, 2.8756, 0.2686], [-0.3128, -0.2011, -2.2706], [-2.0325, 0.1165, 0.9252]], "lowdin_spin": [0.015, 0.000, 0.359, 0.000, 0.002, 0.103, 0.002, 0.000, 0.000, 0.000, 0.000, 0.007, 0.000, 0.000, 0.002, 0.000, 0.001, 0.007, 0.000, 0.000, 0.000, 0.000, 0.000, 0.000, 0.000, 0.000, 0.000, 0.000, 0.001, 0.220, 0.000, -0.004, 0.272, 0.000, 0.002, 0.000, -0.002, 0.000, 0.013, 0.000, 0.000, 0.000, 0.000]}

=====

{"formula": "C7H14", "method": "ωB97M-V with the def2-TZVPD basis set", "de_lowest_ev": 1.692, "orbital_gap_ev": 9.5774, "charge": 0, "smiles": "C=C(CC)CCC", "species": ["C", "C", "C", "C", "C", "C", "C", "H", "H", "H", "H", "H", "H", "H", "H", "H", "H", "H", "H", "H", "H"], "xyz": [[-2.9757, -0.5910, -0.7494], [-1.6328, 0.1116, -0.5328], [-0.4410, -0.8397, -0.5078], [0.8826, -0.1232, -0.3554], [1.9423, -0.5649, -1.0563], [1.0094, 0.5644, 0.9872], [2.2641, 1.2972, 1.4673], [-2.9539, -1.2353, -1.6356], [-3.1914, -1.2724, 0.0783], [-3.8178, 0.0937, -0.8327], [-1.8141, 0.5541, 0.4528], [-1.4824, 0.9268, -1.2409], [-0.4713, -1.4477, -1.4127], [-0.5862, -1.4928, 0.3625], [1.8887, -1.5867, -1.4119], [2.7702, 0.0982, -1.2643], [0.1541, 1.2440, 1.0707], [0.8176, -0.2206, 1.7272], [2.2159, 1.3435, 2.5547], [2.2242, 2.3270, 1.1141], [3.1976, 0.8137, 1.1851]], "mulliken_charge": [-1.385, -0.267, -0.743, 0.481, -0.916, -0.282, -1.302, 0.346, 0.335, 0.361, 0.208, 0.345, 0.418, 0.257, 0.254, 0.331, 0.246, 0.284, 0.354, 0.313, 0.364]}

=====

{"formula": "C5H4BrNO3S", "method": "ωB97M-V with the def2-TZVPD basis set", "orbital_gap_ev": [7.6500, 7.6512], "charge": 0, "species": ["C", "C", "C", "C", "C", "N", "O", "O", "O", "S", "Br", "H", "H", "H", "H"], "xyz": [[1.5613, -0.6871, -1.9496], [0.5763, 0.0736, 0.0681], [1.6735, -0.1049, -0.7326], [-0.7026, -0.3360, -1.0616], [-0.4680, 0.5510, 2.2811], [-1.9973, -0.1215, -0.9122], [-2.7517, -0.4632, -1.7929], [-2.3710, 0.4507, 0.0824], [0.5628, 0.6079, 1.2951], [-0.0269, -0.8749, -2.5291], [3.3818, 0.1752, -0.0685], [2.3940, -0.8522, -2.4926], [-0.6357, -0.6256, 2.4306], [-1.1664, 1.3801, 2.0878], [-0.0301, 0.8270, 3.2942]], "mulliken_charge": [-0.359, 0.609, -0.226, 0.139, -0.603, 0.980, -0.668, -0.632, -0.344, -0.078, -0.130, 0.487, 0.302, 0.291, 0.233]}

=====

{"formula": "C2H4N2O", "method": "ωB97M-V with the def2-TZVPD basis set", "de_lowest_ev": 4.584, "orbital_gap_ev": 10.1253, "charge": 0, "smiles": "C1=NN1.C=O", "species": ["C", "C", "N", "N", "O", "H", "H", "H", "H"], "xyz": [[-1.3021, -0.1432, -0.3144], [1.9146, -0.3418, 0.0390], [-1.4814, -0.4005, 0.8566], [-2.3621, 0.6397, -0.0588], [1.3935, 0.5552, -0.5018], [-0.5695, -0.2859, -1.0521], [1.5244, -0.9352, 0.8920], [2.9344, -0.6949, -0.1490], [-2.0517, 1.6067, 0.2884]], "mulliken_charge": [0.307, -0.081, -0.348, -0.518, -0.396, 0.324, 0.222, 0.253, 0.236]}